No. 1
30
Properties=species:S:1:pos:R:3:forces:R:3 method="wB97M-V/def2-TZVPD" lumo_energy_ev=-12.00 charge=+2 homo_energy_ev=-15.16 largest_force_ev_per_a=1.4
Pt 5.550722 -0.707041 -3.973490 -1.04 0.32 0.93
Br 3.732389 -1.915635 -3.067819 0.43 -0.30 -0.37
S 2.431549 -3.382983 1.937642 0.30 -0.46 -0.04
P 3.060343 0.087982 -2.157582 0.23 0.20 -0.40
O -4.127824 -0.541823 -0.081578 0.36 0.27 -0.17
O -0.978235 0.912392 2.541789 -0.22 -0.19 0.21
O 1.474497 2.344397 -1.370249 0.27 -0.16 -0.53
O -4.096703 0.233056 2.171510 -0.20 0.29 0.08
O 2.228043 0.711263 -3.315525 0.02 -0.41 -0.22
C -0.743654 0.793902 1.374424 0.18 0.20 0.11
C 1.078036 0.361699 -0.221627 0.15 0.04 -0.05
C -0.795456 1.885796 -0.787882 -0.11 -0.29 0.16
C 0.802075 -1.178614 1.606628 0.32 0.13 -0.15
C 0.409006 -0.053942 0.909571 -0.20 -0.23 0.09
C 0.639168 1.631655 -0.853695 -0.02 0.36 0.29
C 2.147783 -0.396378 -0.710063 0.26 -0.25 0.01
C 1.899124 -1.929140 1.148576 0.02 0.17 0.06
C -1.498876 1.484123 0.289772 -0.08 0.09 -0.44
C 2.561893 -1.532541 -0.007304 -0.03 -0.06 0.18
C -2.958837 1.699137 0.445388 0.21 -0.29 -0.21
B -3.758210 0.386751 0.877493 -0.19 -0.20 0.14
H -3.136349 2.508402 1.149831 -0.07 0.07 0.16
H 2.115657 -3.048439 3.192827 -0.21 0.11 0.05
H -3.328324 1.951044 -0.544252 -0.21 0.39 -0.04
H -1.255594 2.398138 -1.617904 -0.04 0.36 0.01
H 0.270489 -1.471098 2.498619 -0.08 0.03 0.17
H -3.575767 -1.323874 -0.132977 -0.25 -0.26 -0.01
H 1.259655 0.647475 -3.256656 -0.07 0.31 -0.12
H -4.794024 -0.420535 2.301625 0.13 -0.21 0.12
H 3.387424 -2.135168 -0.347091 0.18 -0.06 0.00

No. 2
73
Properties=species:S:1:pos:R:3:forces:R:3 method="wB97M-V/def2-TZVPD" lumo_energy_ev=-2.00 charge=0 homo_energy_ev=-7.92 largest_force_ev_per_a=3.8 smiles="O=C(O)CCc1c(Br)c(B(O)O)c2nsnc2c1P(O)Cl.CCN(CC)CC.CCN(CC)CC"
Br 6.180728 2.856130 -0.477736 -1.49 -0.38 0.00
Cl -0.826677 1.078061 -2.310144 0.65 0.55 0.89
S 0.808824 -0.827805 1.585761 2.05 2.61 -1.77
P 0.333461 2.778514 -1.777185 0.01 1.22 -0.61
O 5.061571 -0.074625 2.882328 0.63 1.62 -1.22
O 4.537284 6.155015 0.521456 -1.09 -0.35 -0.43
O 6.740010 0.283575 1.200355 -1.37 0.98 0.46
O -0.523661 3.674162 -0.609382 1.44 -1.44 -0.39
O 2.335548 5.755211 0.218338 0.62 -0.95 -0.91
N 0.487949 0.383701 0.467994 1.29 0.30 0.18
N 1.216204 -4.794824 3.951433 -0.33 0.20 0.10
N 2.444640 -0.564985 1.736892 -0.16 1.08 -0.91
N -5.062614 2.483930 -4.160722 0.24 0.25 0.02
C -4.191452 2.296545 -1.762857 0.08 0.11 0.23
C -6.314684 3.209966 -3.997124 -0.19 -0.06 -0.28
C 2.440984 -5.274971 4.575153 0.14 0.05 -0.13
C 4.131237 5.184842 -1.609636 -1.30 0.56 -0.65
C 1.866752 2.180282 -0.820014 0.97 -0.59 1.01
C 1.118492 -4.973659 2.509271 0.28 0.16 -0.17
C -4.019373 2.807427 -3.193605 0.19 -0.05 -0.07
C 1.637148 1.046672 0.158312 1.49 -1.01 1.07
C 0.014200 -5.128413 4.706825 0.01 0.10 0.18
C 4.204177 1.072822 0.728995 -1.18 1.28 -1.64
C 1.240313 -6.393569 1.954633 -0.08 -0.11 -0.21
C -5.178555 1.057881 -4.426581 -0.13 0.03 -0.10
C -7.274080 2.742577 -2.901406 -0.18 0.11 0.13
C 3.672117 5.719297 -0.200670 2.23 0.24 0.31
C 3.705647 -4.676469 3.972051 0.00 -0.02 -0.08
C 4.348353 2.169100 -0.232119 -1.26 -1.78 1.13
C -6.035286 0.733278 -5.643654 -0.09 0.02 0.02
C 2.817152 0.470599 0.936324 -0.96 0.82 -0.97
C 3.199058 2.765226 -1.044908 -1.98 -1.84 1.13
C 3.349479 3.899769 -2.101274 0.41 0.25 -0.19
C -0.343072 -6.607371 4.859639 -0.22 -0.12 0.04
B 5.395723 0.433793 1.601036 0.36 -0.88 1.22
H 0.508539 -7.211077 5.178179 -0.01 0.04 -0.04
H -8.261019 3.183617 -3.067318 0.04 -0.02 -0.01
H -4.945927 2.864413 -1.218354 -0.05 -0.08 -0.02
H -5.987232 -0.337486 -5.854431 0.00 0.04 0.04
H 2.514785 -6.370899 4.542580 0.07 -0.07 0.05
H 2.348308 4.261271 -2.480795 0.98 -0.75 0.68
H 2.202864 4.980566 0.796080 0.11 0.48 -0.10
H -0.743730 -7.025560 3.936541 0.08 -0.04 0.01
H 1.422406 -6.350564 0.877245 0.00 0.01 0.05
H -5.571033 0.509896 -3.558445 -0.01 -0.12 0.01
H 3.863470 6.012692 -2.340396 0.17 -0.88 0.76
H 3.878819 3.497318 -3.017882 -0.43 0.31 1.07
H -6.097089 4.272404 -3.847158 0.22 -0.12 0.05
H -4.178775 0.657451 -4.622142 0.06 0.19 0.17
H -0.841407 -4.602124 4.270719 0.13 -0.01 -0.14
H -7.403313 1.658511 -2.892238 0.05 0.02 -0.01
H 4.575467 -4.986190 4.555507 -0.06 -0.02 -0.02
H 1.892685 -4.358385 2.038170 0.06 -0.05 0.12
H -1.121339 -6.719034 5.620109 0.05 0.02 -0.03
H 0.107010 3.820244 0.122584 -0.67 -0.08 -0.13
H 2.069342 -6.947212 2.399442 -0.03 0.04 0.03
H 0.324077 -6.965373 2.097267 0.08 -0.06 0.06
H -6.947683 3.061992 -1.912388 0.01 -0.12 0.01
H 3.668179 -3.584772 3.980500 -0.05 -0.05 -0.05
H 7.217385 1.004325 1.662593 0.08 -0.81 -0.32
H 0.121061 -4.702149 5.710602 0.16 0.00 -0.05
H 4.418232 0.503717 3.326995 -0.14 -0.74 -0.30
H -4.453978 1.237460 -1.726464 -0.01 0.04 -0.03
H -5.679590 1.265274 -6.528843 -0.02 0.04 0.08
H -7.085529 0.986471 -5.483497 0.04 0.00 -0.04
H -3.072577 2.415108 -3.579570 -0.12 -0.08 -0.08
H 3.866800 -5.011383 2.945149 0.01 0.05 0.03
H 0.179153 -4.535930 2.154436 -0.04 -0.04 0.25
H 5.250411 5.098758 -1.682130 -1.39 0.05 0.64
H -3.879651 3.893237 -3.165821 -0.18 -0.02 -0.07
H -3.252078 2.415522 -1.216317 -0.05 -0.01 -0.04
H -6.851066 3.180969 -4.951388 0.07 -0.11 0.02
H 2.426430 -4.994761 5.633095 -0.25 -0.03 -0.04

No. 3
17
Properties=species:S:1:pos:R:3:forces:R:3 method="wB97M-V/def2-TZVPD" lumo_energy_ev=0.69 charge=0 homo_energy_ev=-9.23 largest_force_ev_per_a=4.8
C 2.330087 1.167415 0.049317 -0.10 -0.16 0.30
C -1.659933 -0.246437 -0.044749 -0.42 0.02 -0.05
C -3.109300 0.139740 -0.059194 0.00 -0.05 0.03
C -0.658931 0.605000 -0.127940 4.59 -1.14 0.44
C 1.582777 -1.490677 -0.171284 -0.27 0.12 0.07
B 1.266933 0.028029 -0.011865 -3.59 1.04 -0.71
H 3.298112 0.840134 0.427697 0.09 -0.08 0.00
H -1.475270 -1.309686 0.022836 0.18 -0.22 0.00
H 2.305844 -1.645361 -0.973661 0.14 0.08 -0.06
H -3.670645 -0.471458 0.649946 -0.08 0.07 -0.02
H 2.016210 2.039813 0.618226 -0.11 0.07 0.02
H 2.495848 1.514960 -0.973811 -0.05 0.00 -0.16
H 2.050802 -1.885786 0.730437 0.13 0.00 0.16
H -3.238980 1.190520 0.198115 -0.03 0.00 -0.04
H -0.800526 1.671879 -0.187924 -0.24 0.29 0.01
H -3.532338 -0.029874 -1.051078 -0.11 -0.02 0.00
H 0.717474 -2.111269 -0.387179 -0.14 -0.02 0.01

No. 4
7
Properties=species:S:1:pos:R:3:forces:R:3 method="wB97M-V/def2-TZVPD" lumo_energy_ev=-0.03 charge=0 homo_energy_ev=-9.74 largest_force_ev_per_a=5.0 smiles=CSC#N
S 0.278219 -2.058519 -0.068191 1.39 -0.07 -0.13
N -1.576252 -4.203270 0.015551 -1.15 -1.61 0.04
C -0.896944 -3.293799 -0.062499 0.65 2.94 -0.18
C -0.002242 -0.109815 -0.234110 -1.76 -4.36 -1.59
H 0.556997 0.097285 -1.061561 1.62 0.65 -1.98
H 0.396434 0.060045 0.654094 1.41 1.67 3.75
H -1.002075 0.057853 -0.409291 -2.17 0.78 0.09

No. 5
49
Properties=species:S:1:pos:R:3:forces:R:3 method="wB97M-V/def2-TZVPD" lumo_energy_ev=1.30 charge=-1 homo_energy_ev=-6.40 largest_force_ev_per_a=4.1
O -0.736089 1.060134 -0.820103 0.53 0.54 -0.36
O 5.044215 1.344181 2.233834 -0.51 0.06 -0.20
O 0.605349 0.513413 0.832943 0.85 -0.37 0.69
O -3.053558 -0.282405 -1.304177 -0.68 0.09 1.20
O -5.741801 -5.941566 -1.753586 0.75 0.45 0.84
O -1.117508 -1.552747 0.738589 -0.53 -0.75 -1.44
O -0.137004 -2.731291 -0.949343 -0.71 0.68 0.64
O -4.510051 -6.081519 0.041801 -0.31 0.64 -1.01
O 4.273328 5.806674 1.567967 0.36 0.40 -0.07
N 3.120125 0.153297 2.232028 -0.87 -0.14 0.11
N 3.873567 3.641849 1.334825 -0.31 -1.94 0.10
N -4.895696 -5.487331 -0.970674 -0.82 -1.92 0.20
N -2.273864 -1.382809 -3.002037 1.06 -1.25 -1.08
C -3.088838 -1.580646 -1.837845 0.25 1.91 -0.91
C -1.133609 -2.285297 -0.399115 2.40 -0.26 0.62
C 3.844708 1.244583 1.956303 1.21 0.21 0.41
C -2.440803 -2.604412 -0.955225 -2.76 -2.63 0.54
C 3.632037 -1.047924 2.884702 0.20 0.55 -0.32
C 3.092173 2.391655 1.257040 0.08 0.25 -0.31
C -5.016376 -3.296128 -2.022497 0.60 -1.34 1.07
C 1.342485 2.259916 -0.667935 0.46 -0.39 0.03
C 0.330398 1.203986 -0.179498 -1.02 -0.21 -0.61
C -4.334133 -4.219371 -1.249865 0.25 3.74 -1.60
C -3.026185 -3.827886 -0.690349 1.05 1.55 -0.09
C 1.990183 5.203591 1.688395 0.21 -0.23 0.05
C 3.462423 4.893370 1.517452 -0.24 1.10 0.39
C 2.797081 2.019868 -0.216041 -0.47 -0.15 -0.15
C -4.541753 -1.880414 -2.240793 -0.14 -0.95 0.83
H 2.143804 2.496707 1.782458 -0.03 0.20 0.00
H 3.040363 0.972465 -0.398671 -0.03 -0.07 0.05
H -4.679981 -1.615891 -3.291095 -0.02 0.04 0.08
H 4.164028 -1.660667 2.155415 0.08 -0.14 0.13
H -5.982047 -3.561590 -2.443716 0.12 -0.10 0.12
H 2.153341 0.146780 1.899715 0.07 0.10 -0.13
H 2.804167 -1.623127 3.301535 0.02 0.15 -0.12
H -2.114657 0.020034 -1.159504 -0.39 0.05 0.09
H 1.015762 3.248247 -0.348846 -0.18 0.07 0.01
H 4.875499 3.519662 1.318267 0.08 -0.07 0.05
H 4.318146 -0.768527 3.685994 -0.01 -0.04 -0.10
H -0.326017 -0.956660 0.710914 0.26 0.47 0.39
H 1.487114 5.088044 0.733019 -0.24 -0.10 -0.01
H -5.192125 -1.224611 -1.655018 -0.11 0.02 0.03
H -2.477129 -4.521210 -0.056370 -0.30 0.02 -0.13
H 1.888086 6.234372 2.021757 0.14 -0.08 -0.06
H 1.336969 2.257433 -1.760266 -0.26 0.00 0.07
H 3.453208 2.602351 -0.865519 0.09 0.05 0.15
H -2.543960 -0.532199 -3.487334 -0.05 -0.28 0.10
H 1.553034 4.543557 2.433814 -0.25 -0.10 -0.08
H -2.278408 -2.199941 -3.603348 0.14 0.19 -0.24

No. 6
81
Properties=species:S:1:pos:R:3:forces:R:3 method="wB97M-V/def2-TZVPD" lumo_energy_ev=-7.09 charge=+2 homo_energy_ev=-13.51 largest_force_ev_per_a=3.0
Cd -0.284496 -0.066428 -0.588825 -0.89 -2.50 1.15
Br 2.900982 6.427876 0.363702 0.86 0.94 0.50
P -0.913329 -2.584872 -0.345026 -0.82 -0.16 0.07
P 1.970411 -0.350068 -0.144194 2.84 0.40 0.06
O -0.890418 0.157319 2.281799 -0.15 0.08 0.34
N -2.480798 -0.507596 3.812008 0.46 0.18 -0.27
N -4.977633 2.830160 -3.361089 -0.08 0.52 0.15
N -0.644194 0.619875 4.530763 -0.50 -0.26 -0.22
C -4.051777 2.387322 -1.200430 0.80 0.16 -0.02
C 2.747614 1.268310 0.266139 -0.10 0.04 0.15
C 0.186407 3.028559 -1.225569 0.89 -0.03 0.51
C -1.765835 1.461570 -1.021506 0.52 1.31 -0.63
C -0.076737 3.637936 0.019232 0.29 -0.16 -0.04
C 1.818439 5.121064 -0.275244 -1.48 -1.19 -1.07
C 4.267262 1.432764 0.291358 0.36 0.11 0.01
C -0.515411 1.812224 -1.648733 -2.01 2.21 -0.04
C 4.052512 -1.616602 -1.670026 0.48 -0.16 -0.17
C 2.434696 -1.536252 1.156937 -0.50 -0.06 0.26
C -0.304028 -3.379070 -2.985766 -0.02 -0.15 -0.18
C -1.349677 -4.628135 1.668260 -0.16 -0.27 0.02
C -4.069205 2.030972 -3.919192 0.28 -0.53 0.47
C 2.663334 -0.997027 -1.718126 -0.17 0.11 0.11
C -2.986823 1.678729 -1.793542 -1.34 -1.16 -1.25
C -4.969810 3.027833 -2.038572 0.09 -0.75 -0.31
C -1.305633 0.115948 3.461194 -0.15 -0.22 0.11
C -2.704683 -2.671033 -0.653983 -0.08 -0.37 -0.37
C 0.743270 4.645347 0.498218 0.16 0.03 -0.12
C -3.069655 1.395578 -3.172671 -0.20 0.61 0.15
C 0.606540 1.331735 4.471572 0.45 0.24 0.24
C -3.527510 -1.777345 0.277734 -0.39 0.25 0.18
C -0.713403 -3.281351 1.339810 0.40 0.46 0.22
C 1.954392 4.663439 -1.601719 -0.09 0.09 0.22
C -0.183171 -3.789406 -1.516286 0.24 0.02 0.13
C 3.787928 -1.309033 1.805203 0.47 -0.07 0.40
C 1.152634 3.632359 -2.066589 -0.13 -0.65 0.31
H -4.110200 1.890289 -5.006890 -0.14 0.07 0.49
H -1.098822 -2.510995 2.020756 0.13 -0.04 -0.10
H 2.682671 5.120178 -2.267728 -0.08 -0.08 0.20
H -4.224002 -2.368378 0.883754 0.17 0.11 -0.12
H -3.133370 -0.736369 3.082078 -0.02 0.03 0.14
H 3.902250 -1.973673 2.669243 -0.05 0.00 -0.24
H -2.999009 -3.728893 -0.556176 0.02 0.33 -0.14
H -5.721365 3.704928 -1.618113 0.19 -0.34 -0.25
H -1.168857 -5.383797 0.895539 -0.07 0.11 0.16
H 4.759328 0.830404 1.062840 -0.12 0.26 -0.47
H 0.946867 1.441217 3.433565 -0.26 -0.13 0.32
H -0.912372 -5.002914 2.601493 -0.06 0.06 -0.23
H -2.819945 -0.401228 4.757429 -0.19 -0.11 -0.33
H 0.471745 2.326242 4.913404 0.19 -0.14 -0.17
H 4.263487 -2.049272 -2.657424 0.07 0.08 0.30
H 2.624741 -0.173000 -2.445396 -0.03 -0.15 0.09
H -0.343230 1.542679 -2.700553 -0.45 0.17 0.29
H 0.146686 -4.150304 -3.623263 -0.11 0.20 0.15
H -1.917935 1.665705 0.045095 0.34 0.34 -0.22
H 4.713063 1.190978 -0.683061 -0.07 0.18 0.29
H 0.369440 -3.319714 1.523263 -0.24 -0.02 -0.04
H 0.220412 -2.438532 -3.197652 -0.13 -0.11 0.05
H 2.330386 1.993629 -0.447299 0.02 -0.24 0.17
H -1.086374 0.508945 5.442186 0.37 0.14 -0.49
H 2.327071 1.542849 1.247432 -0.01 -0.07 -0.20
H 2.350582 -2.552940 0.754005 -0.04 0.15 -0.03
H -2.856750 -2.374128 -1.703775 -0.01 -0.22 0.30
H -2.342372 0.750581 -3.670642 -0.12 0.28 0.11
H 4.633909 -1.489233 1.128738 -0.28 0.11 0.18
H 1.941750 -1.757713 -2.054096 0.14 0.19 0.00
H 1.364819 0.791176 5.053942 -0.06 0.21 -0.23
H -4.085288 2.527951 -0.117094 0.06 0.13 -0.34
H 1.270333 3.253825 -3.085441 0.10 0.13 0.30
H -1.348165 -3.273880 -3.301673 0.20 0.01 0.09
H -2.913245 -1.186732 0.968208 0.07 -0.08 -0.11
H 0.875894 -3.904300 -1.235129 -0.24 -0.06 -0.07
H 3.858874 -0.290360 2.194201 -0.03 -0.31 0.03
H 1.657152 -1.420219 1.921562 0.02 -0.13 -0.04
H -0.916865 3.311157 0.630457 0.29 0.06 -0.07
H -4.128547 -1.062757 -0.295212 0.08 -0.15 0.10
H 0.548396 5.084594 1.472840 0.06 -0.05 -0.16
H 4.843586 -0.887761 -1.447683 -0.30 -0.18 -0.08
H 4.132714 -2.424699 -0.931590 -0.12 0.17 -0.20
H -0.672318 -4.760136 -1.339569 0.14 0.27 -0.03
H 4.489339 2.482392 0.534831 -0.02 -0.27 -0.25
H -2.428637 -4.550527 1.851724 0.22 0.02 -0.23

No. 7
15
Properties=species:S:1:pos:R:3:forces:R:3 method="wB97M-V/def2-TZVPD" lumo_energy_ev=4.10 charge=-1 homo_energy_ev=-3.85 largest_force_ev_per_a=1.9
O 1.750400 0.037419 -1.728520 0.11 -0.55 -0.04
O 2.296487 -0.515246 0.409992 -0.04 -0.37 -0.11
C -1.368839 -0.860383 0.973063 0.86 0.59 -0.15
C 1.862137 0.221629 -0.496579 -0.06 1.03 0.55
C -1.367275 -0.967535 -0.561025 0.22 -0.43 0.67
C 1.360528 1.661062 -0.066505 -0.54 -1.79 0.35
H -1.747914 -1.934117 -0.902256 -0.27 0.11 0.03
H -0.412759 -1.128130 1.441194 -0.34 -0.76 -0.19
H -1.366174 0.202053 1.214033 -0.52 0.18 0.14
H 1.813598 2.002069 0.858357 0.92 0.54 -0.39
H -2.241039 -1.340562 1.410519 0.10 -0.05 0.28
H 1.446505 2.154559 -1.028375 -0.23 1.07 0.54
H -2.008113 -0.149691 -0.884730 0.10 -0.16 -0.72
H -0.352471 -0.914337 -0.961445 -0.19 0.48 -0.07
H 0.334929 1.531211 0.322277 -0.12 0.10 -0.89

No. 8
18
Properties=species:S:1:pos:R:3:forces:R:3 method="wB97M-V/def2-TZVPD" lumo_energy_ev=0.76 charge=0 homo_energy_ev=-10.60 largest_force_ev_per_a=3.3 smiles=FC(F)(F)C1(C(F)(F)F)NCCO1
F -0.662565 1.246813 2.465113 0.11 -0.18 0.15
F -2.071079 1.045638 0.852671 -0.08 -0.10 -0.14
F 2.022902 1.203659 1.493243 -0.07 0.29 -0.10
F 2.289646 -0.667889 0.475111 -0.01 -0.15 -0.36
F -0.553242 2.555089 0.761921 0.24 0.14 -0.13
F 1.199313 -0.600940 2.318896 -0.20 -0.14 0.13
O -0.639361 -1.146982 0.422328 1.70 2.78 0.68
N 0.299578 0.616230 -0.956001 -0.07 0.49 0.06
C 0.125625 0.320902 0.402564 -1.43 -2.97 0.15
C -0.791877 1.291334 1.147393 -0.54 0.38 -0.07
C 0.201847 -0.635840 -1.698510 -0.11 -0.49 0.15
C -0.878805 -1.416367 -0.926433 0.05 0.24 -0.52
C 1.417611 0.048326 1.183009 0.33 -0.09 0.17
H -0.384595 1.288103 -1.289551 0.10 -0.03 0.17
H -0.057101 -0.436173 -2.734751 0.08 -0.02 -0.04
H -0.796703 -2.493081 -1.068569 -0.06 -0.01 -0.09
H 1.158915 -1.155891 -1.634988 -0.11 -0.01 -0.15
H -1.880110 -1.062931 -1.213447 0.07 -0.14 -0.06